(w)
{"formula": "C3H6NO2", "method": "ωB97M-V/def2-TZVPD", "homo_ev": -4.105, "charge": -1, "spin_multiplicity": 1, "species": ["H", "C", "N", "H", "O", "H", "O", "C", "C", "H", "H", "H"], "xyz": [[1.2817, -2.9913, -0.0973], [-0.7296, -2.4930, 0.0956], [-0.6460, -1.2034, -0.3850], [-1.0041, 3.0879, -0.0333], [-0.0059, 1.4118, -0.5504], [-1.0425, -0.3576, -0.0013], [1.0696, 3.0537, 0.4078], [0.3133, -3.2717, 0.2983], [0.0456, 2.5553, 0.0620], [-1.5707, -2.6943, 0.7418], [0.3208, -0.9241, -0.4261], [0.2510, -4.1643, 0.9167]]}



(x)
{"formula": "C3H6NO2", "method": "ωB97M-V/def2-TZVPD", "homo_ev": -4.010, "charge": -1, "spin_multiplicity": 1, "species": ["H", "H", "C", "H", "C", "N", "C", "O", "H", "H", "H", "O"], "xyz": [[1.2604, -1.7182, -0.1021], [-0.3730, 1.7089, -1.8206], [2.1644, -1.6552, 0.5028], [0.1187, -0.2200, 1.1528], [-1.3567, 1.2575, -1.5038], [1.7886, -1.2861, 1.8983], [0.8632, -0.4310, 1.9357], [-1.2996, 0.5313, -0.4910], [2.7647, -0.8436, 0.1055], [0.5811, -0.0245, 2.9150], [2.6078, -2.6475, 0.4792], [-2.3226, 1.6157, -2.1924]]}



(y)
{"formula": "C3H6NO2", "method": "ωB97M-V/def2-TZVPD", "homo_ev": -3.878, "charge": -1, "spin_multiplicity": 1, "species": ["H", "C", "O", "C", "H", "H", "H", "H", "C", "O", "N", "H"], "xyz": [[-1.7301, 1.3202, -1.6806], [0.6636, -2.2658, 1.6171], [0.9343, -2.4088, 0.4236], [0.6831, 1.7164, -0.9239], [0.2481, -3.1275, 2.2467], [0.0983, 0.0561, 0.2387], [0.4216, 2.4517, -1.6788], [1.7415, 1.7050, -0.7582], [-0.2459, 0.8858, -0.3839], [0.7303, -1.2478, 2.3745], [-1.5811, 0.9269, -0.7632], [-1.9638, -0.0121, -0.7118]]}



(z)
{"formula": "C3H6NO2", "method": "ωB97M-V/def2-TZVPD", "homo_ev": -4.090, "charge": -1, "spin_multiplicity": 1, "smiles": "CCNC(=O)[O-]", "species": ["C", "H", "N", "C", "O", "H", "C", "H", "H", "H", "H", "O"], "xyz": [[0.0751, -1.3109, 1.8052], [1.1774, -1.5708, 1.5600], [-0.8737, -0.2969, -0.3008], [-0.7614, -0.3523, 1.1278], [0.3204, 0.6479, -2.2210], [-1.7177, -0.5595, 1.5004], [0.3821, 0.4432, -0.9377], [-0.4660, 0.6744, 1.4500], [-0.1444, -1.2223, 2.9518], [-0.3716, -2.2737, 1.6217], [-1.5170, 0.3051, -0.7305], [1.0521, 1.1077, -0.0565]]}



If we sort the structures by their calculated energies, the order from most to least stable is (y), (x), (z), (w).